Here is the molecule C3H4O2 in a non-equilibrium geometry from OMol25. Energies are from ωB97M-V/def2-TZVPD.

```
9
Properties=species:S:1:pos:R:3:lowdin_charge:R:1
O -1.733 -0.056 -0.264 0.071
C -0.655 -0.157 0.538 -0.367
C 0.556 0.653 0.042 -0.017
C 1.240 -0.467 -0.245 -0.027
O 0.142 -1.337 0.122 -0.058
H -1.526 0.550 -0.924 0.069
H -0.892 -0.131 1.603 0.156
H 0.714 1.661 -0.157 0.070
H 2.153 -0.716 -0.715 0.103
```

Properties
- M (g/mol) = 72.1
- E (Eh) = -267.0973
- energy relative to the best compared isomer or geometry (same formula, charge and spin) (kJ/mol) = 250.81